Model P:
A cluster of 2 separate species, C10H15NO in total. Source: the Open Molecules 2025 dataset; level of theory: ωB97M-V/def2-TZVPD.

```
! wB97M-V def2-TZVPD RIJCOSX def2/J DEFGRID3
* xyz 0 1
C 0.760 -3.805 -0.688
C 1.071 -2.420 -1.165
C 0.256 -1.355 -0.818
C 0.576 -0.055 -1.266
C 1.596 0.205 -2.122
C 2.450 -0.892 -2.443
C 2.190 -2.137 -1.981
H 1.117 -4.018 0.316
H 1.293 -4.510 -1.329
H -0.305 -4.004 -0.799
H -0.631 -1.452 -0.208
H -0.060 0.748 -0.906
H 1.901 1.197 -2.412
H 3.275 -0.706 -3.120
H 2.922 -2.928 -2.110
C -2.006 1.002 2.829
C -1.630 2.421 2.377
C -1.657 2.493 0.850
N -0.663 3.205 0.195
O -2.487 1.890 0.205
H -1.497 0.252 2.239
H -3.086 0.906 2.857
H -1.746 0.906 3.885
H -2.170 3.216 2.864
H -0.578 2.592 2.651
H -0.937 3.611 -0.672
H 0.047 3.638 0.770
*
```

Values from the calculation:
HOMO-LUMO gap   9.698 eV
HOMO level   -8.88 eV
SMILES   Cc1ccccc1.CCC(N)=O
LUMO level   0.82 eV

---

Model Q:
A cluster of 2 separate species, C10H15NO in total. Source: the Open Molecules 2025 dataset; level of theory: ωB97M-V/def2-TZVPD.

```
! wB97M-V def2-TZVPD RIJCOSX def2/J DEFGRID3
* xyz 0 1
C 1.471 -0.846 3.153
C 0.425 -0.219 2.255
C 0.719 0.848 1.376
C -0.360 1.400 0.658
C -1.639 0.815 0.670
C -1.931 -0.259 1.521
C -0.869 -0.781 2.312
H 1.030 -1.359 4.009
H 2.209 -0.175 3.535
H 2.027 -1.667 2.634
H 1.732 1.286 1.304
H -0.180 2.289 -0.010
H -2.449 1.417 0.230
H -2.927 -0.664 1.671
H -1.041 -1.503 2.966
C 1.821 -0.289 -2.026
C 0.366 -0.587 -2.227
C -0.465 0.684 -2.524
N -1.916 0.430 -2.692
O -0.027 1.766 -2.826
H 2.119 0.602 -1.545
H 2.236 -0.170 -3.075
H 2.327 -1.168 -1.545
H 0.324 -1.261 -3.093
H -0.088 -1.126 -1.388
H -2.669 1.020 -2.948
H -2.245 -0.481 -2.392
*
```

Values from the calculation:
HOMO-LUMO gap   9.858 eV
HOMO level   -8.99 eV
SMILES   Cc1ccccc1.CCC(N)=O
LUMO level   0.87 eV

---

Model R:
The molecule C10H15NO. Source: the Open Molecules 2025 dataset; level of theory: ωB97M-V/def2-TZVPD.

```
! wB97M-V def2-TZVPD RIJCOSX def2/J DEFGRID3
* xyz 0 1
C -4.341 -0.520 1.281
C -3.424 -0.005 0.390
C -3.926 0.554 -0.926
C -2.006 0.099 0.633
C -0.910 0.373 1.101
N 0.435 0.519 1.136
C 0.998 -0.047 0.160
O 0.299 -0.792 -0.774
C 1.051 -1.488 -1.730
C 2.492 0.228 -0.021
C 2.785 1.754 0.055
C 3.116 -0.404 1.186
H -5.487 -0.565 1.071
H -4.155 -0.995 2.205
H -4.728 0.012 -1.372
H -3.180 0.662 -1.666
H -4.361 1.590 -0.795
H 0.407 -2.436 -2.248
H 1.956 -2.014 -1.295
H 1.362 -0.756 -2.466
H 2.928 -0.327 -0.864
H 2.749 2.007 1.139
H 2.132 2.315 -0.575
H 3.826 1.861 -0.344
H 2.697 0.000 2.138
H 3.040 -1.541 1.265
H 4.246 -0.082 1.316
*
```

Values from the calculation:
HOMO-LUMO gap   8.785 eV
HOMO level   -8.07 eV
SMILES   C=C(C)C#C/N=C(\OC)C(C)C
LUMO level   0.71 eV

---

model P is favored, and the nearest alternative lies 0.0204 hartree above it.

---

Model P:
The molecule C10H9N. Source: the Open Molecules 2025 dataset; level of theory: ωB97M-V/def2-TZVPD.

```
! wB97M-V def2-TZVPD RIJCOSX def2/J DEFGRID3
* xyz 0 1
C -1.173 0.542 1.390
C -1.156 -0.861 1.638
C 0.010 2.169 0.017
C 1.055 2.765 -0.634
C -0.406 0.866 0.291
C 0.011 -0.377 -0.323
C -0.417 -1.492 0.656
C 2.926 1.619 -1.818
C 0.540 -0.395 -1.523
C -0.475 -2.947 0.408
N 1.995 2.093 -1.329
H -1.767 1.202 1.901
H -1.665 -1.200 2.564
H -0.568 2.941 0.537
H 1.179 3.772 -0.598
H 0.915 -1.170 -2.182
H 0.519 0.526 -1.983
H -1.406 -3.210 -0.009
H -0.333 -3.554 1.250
H 0.215 -3.288 -0.253
*
```

Values from the calculation:
HOMO-LUMO gap (alpha / beta)   7.191 / 7.192 eV
HOMO level (alpha / beta)   -7.78 / -7.78 eV
LUMO level (alpha / beta)   -0.59 / -0.59 eV

---

Model Q:
The molecule C10H9N. Source: the Open Molecules 2025 dataset; level of theory: ωB97M-V/def2-TZVPD.

```
! wB97M-V def2-TZVPD RIJCOSX def2/J DEFGRID3
* xyz 0 1
C -2.408 2.270 -0.908
C -1.466 1.251 -0.360
C -1.791 0.903 1.015
C -0.917 0.023 1.510
C 0.208 -0.570 0.775
C 1.147 -1.430 1.345
C 2.243 -1.768 0.647
C 2.279 -1.475 -0.840
C 1.368 -0.672 -1.414
C 0.377 -0.107 -0.553
N -0.432 0.978 -1.064
H -3.521 2.045 -0.881
H -2.269 3.262 -0.305
H -2.127 2.487 -2.021
H -2.736 1.335 1.560
H -1.108 -0.430 2.492
H 0.947 -1.596 2.335
H 2.883 -2.651 0.808
H 3.241 -1.645 -1.452
H 1.478 -0.206 -2.401
*
```

Values from the calculation:
HOMO-LUMO gap   9.396 eV
HOMO level   -8.85 eV
SMILES   Cc1ccc2ccccc2n1
LUMO level   0.54 eV

---

model Q is favored, and the nearest alternative lies 0.1025 hartree above it.

---

Model P:
The ion C4H7N2O with charge +1. Source: the Open Molecules 2025 dataset; level of theory: ωB97M-V/def2-TZVPD.

```
! wB97M-V def2-TZVPD RIJCOSX def2/J DEFGRID3
* xyz 1 3
C -0.318 0.207 -0.449
C -1.306 0.023 -1.594
C 1.774 -0.875 0.436
C -0.761 0.863 0.698
N 0.236 0.828 2.922
N -0.166 0.860 1.860
O 0.783 -0.480 -0.654
H -2.091 0.733 -1.381
H -1.697 -0.937 -1.422
H -0.779 0.283 -2.610
H 2.537 -1.584 -0.129
H 2.114 0.097 0.746
H 1.360 -1.501 1.098
H -1.685 1.483 0.477
*
```

Values from the calculation:
HOMO-LUMO gap (alpha / beta)   6.808 / 8.284 eV
HOMO level (alpha / beta)   -11.85 / -16.85 eV
LUMO level (alpha / beta)   -5.05 / -8.56 eV

---

Model Q:
The ion C4H7N2O with charge +1. Source: the Open Molecules 2025 dataset; level of theory: ωB97M-V/def2-TZVPD.

```
! wB97M-V def2-TZVPD RIJCOSX def2/J DEFGRID3
* xyz 1 3
C 0.694 -1.149 -0.840
C -0.136 1.067 -0.539
C -0.359 -1.889 -0.857
C 0.813 0.126 0.049
N 0.348 -0.230 1.350
N -1.263 1.291 0.074
O -1.265 -2.617 -0.881
H 1.636 -1.532 -1.332
H -0.142 1.654 -1.463
H 1.795 0.596 -0.242
H 0.177 0.566 1.894
H -1.873 2.043 -0.200
H 0.939 -0.867 1.937
H -1.362 0.941 1.051
*
```

Values from the calculation:
HOMO-LUMO gap (alpha / beta)   5.466 / 7.563 eV
HOMO level (alpha / beta)   -10.36 / -15.11 eV
LUMO level (alpha / beta)   -4.90 / -7.54 eV

---

model Q is favored, and the nearest alternative lies 0.0507 hartree above it.

---

Model P:
The molecule C2H2N2O2. Source: the Open Molecules 2025 dataset; level of theory: ωB97M-V/def2-TZVPD.

```
! wB97M-V def2-TZVPD RIJCOSX def2/J DEFGRID3
* xyz 0 1
O -2.227 -0.220 -0.178
C -1.039 -0.157 0.122
N -0.032 -1.285 0.281
C 1.017 -0.713 -0.075
O 1.026 0.631 -0.117
N -0.286 0.981 0.297
H 2.044 -1.134 -0.349
H -0.504 1.897 0.020
*
```

Values from the calculation:
HOMO-LUMO gap   11.134 eV
HOMO level   -10.42 eV
SMILES   O=c1nco[nH]1
LUMO level   0.71 eV

---

Model Q:
The molecule C2H2N2O2. Source: the Open Molecules 2025 dataset; level of theory: ωB97M-V/def2-TZVPD.

```
! wB97M-V def2-TZVPD RIJCOSX def2/J DEFGRID3
* xyz 0 1
O 1.787 -0.092 -0.064
C 0.459 -0.088 0.202
C -0.582 0.950 0.133
N -1.786 0.321 -0.078
O -1.605 -0.895 0.036
N -0.202 -1.270 -0.005
H 2.060 -0.967 0.012
H -0.131 2.039 -0.236
*
```

Values from the calculation:
HOMO-LUMO gap   10.968 eV
HOMO level   -10.64 eV
SMILES   Oc1cnon1
LUMO level   0.33 eV

---

model P is favored, and the nearest alternative lies 0.0860 hartree above it.

---

Model P:
A structure of composition C2H2N2O2. Source: the Open Molecules 2025 dataset; level of theory: ωB97M-V/def2-TZVPD.

```
! wB97M-V def2-TZVPD RIJCOSX def2/J DEFGRID3
* xyz 0 1
C -0.041 -0.527 -0.351
C -0.631 1.143 0.627
H 0.859 -2.200 -0.718
H -1.475 1.857 0.745
N -1.143 0.063 0.082
N 0.599 1.264 0.685
O -0.013 -1.676 -0.909
O 1.070 0.096 0.028
*
```

Values from the calculation:
HOMO-LUMO gap   10.488 eV
HOMO level   -10.27 eV
LUMO level   0.21 eV

---

Model Q:
The molecule C2H2N2O2. Source: the Open Molecules 2025 dataset; level of theory: ωB97M-V/def2-TZVPD.

```
! wB97M-V def2-TZVPD RIJCOSX def2/J DEFGRID3
* xyz 0 1
O -0.649 -2.278 -2.880
N -0.451 -1.551 -1.958
N -1.382 -0.716 -1.381
C -0.768 -0.053 -0.387
C 0.528 -0.465 -0.277
O 0.812 -1.280 -1.353
H -1.152 0.641 0.323
H 1.403 -0.465 0.331
*
```

Values from the calculation:
HOMO-LUMO gap (alpha / beta)   9.246 / 9.245 eV
HOMO level (alpha / beta)   -9.03 / -9.03 eV
SMILES   [O-][n+]1ncco1
LUMO level (alpha / beta)   0.22 / 0.22 eV

---

model P is favored, and the nearest alternative lies 0.0951 hartree above it.